# 1
{
  "formula": "C18H35BBeBrCl3F7MgN4O9S",
  "method": "ωB97M-V/def2-TZVPD",
  "homo_ev": -5.85,
  "charge": -1,
  "species": ["O", "C", "C", "C", "C", "C", "C", "N", "C", "C", "N", "H", "H", "H", "H", "H", "H", "H", "H", "H", "H", "H", "H", "H", "H", "H", "H", "H", "H", "H", "C", "C", "O", "H", "H", "H", "H", "H", "Be", "Br", "B", "F", "F", "F", "F", "Mg", "C", "O", "N", "C", "C", "H", "H", "H", "H", "H", "H", "H", "C", "F", "F", "F", "S", "O", "O", "O", "C", "C", "N", "H", "H", "H", "C", "Cl", "Cl", "Cl", "H", "C", "O", "O", "O"],
  "positions_angstrom": [[5.34620, -0.43448, 0.63051], [5.32302, 0.50604, -0.46744], [4.07932, 1.54443, -0.34895], [2.77875, 0.70759, -0.88036], [1.41327, 1.47821, -0.63776], [0.22370, 0.54449, -1.19198], [-1.23823, 1.18996, -0.91408], [-1.67545, 0.63403, 0.42214], [-1.93425, -0.85377, 0.39022], [-0.96954, -1.56856, -0.68741], [0.33657, -0.83989, -0.62209], [5.44885, -1.33912, 0.27045], [5.09143, -0.12196, -1.41751], [6.31757, 1.03346, -0.60693], [3.89573, 1.88055, 0.72142], [4.21490, 2.46856, -1.01967], [2.98976, 0.49009, -1.96920], [2.85065, -0.31321, -0.35541], [1.25542, 1.81481, 0.43440], [1.39959, 2.40363, -1.31250], [0.42995, 0.43222, -2.31381], [-1.10560, 2.31998, -0.89555], [-1.98112, 0.85637, -1.71480], [-0.90737, 0.77743, 1.10219], [-2.50531, 1.17769, 0.74380], [-1.59899, -1.24810, 1.41184], [-3.01126, -1.12265, 0.17263], [-1.41464, -1.57193, -1.73312], [-0.76054, -2.66044, -0.40897], [0.61877, -0.68149, 0.37263], [-0.19399, -6.17118, -0.09387], [-1.52851, -5.43634, -0.34892], [-1.57054, -4.38211, 0.46864], [-0.11659, -6.52328, 0.93845], [-0.12131, -7.04961, -0.74687], [0.66913, -5.53189, -0.30763], [-2.30856, -6.20990, -0.23581], [-1.55333, -5.25422, -1.44270], [4.82322, -0.81155, -3.40136], [4.45667, 1.71215, -2.95181], [4.28154, 5.24441, 0.55310], [4.34699, 6.52913, 1.16623], [3.27799, 4.45092, 1.21286], [3.94551, 5.39030, -0.83326], [5.55147, 4.59580, 0.67090], [1.79351, -1.66062, 1.54116], [-5.53862, 0.35071, 2.03261], [-4.57167, 1.08492, 1.87789], [-5.62169, -0.64830, 2.94365], [-6.80356, -1.48205, 3.07109], [-4.49246, -0.89370, 3.82229], [-6.44725, 0.45311, 1.41925], [-7.20397, -1.37869, 4.08230], [-6.52620, -2.52122, 2.89338], [-7.56839, -1.18849, 2.35224], [-4.28722, 0.00831, 4.40358], [-3.61249, -1.12914, 3.21932], [-4.70645, -1.72292, 4.49555], [4.52535, 4.24975, -5.89797], [4.33469, 2.96860, -6.30623], [3.39486, 4.60135, -5.24381], [5.49649, 4.19712, -4.95767], [4.93585, 5.39824, -7.30145], [3.78501, 5.31292, -8.19349], [6.16456, 4.85633, -7.87087], [5.10123, 6.70268, -6.67522], [-7.29470, -4.01465, -0.46487], [-7.92400, -3.89859, 0.88487], [-8.41289, -3.80782, 1.94201], [-8.06374, -3.97186, -1.23694], [-6.59041, -3.19587, -0.61673], [-6.76134, -4.96265, -0.54382], [5.69797, 5.72460, 4.61839], [7.19205, 5.65188, 3.67518], [4.96163, 7.32793, 4.49354], [4.56494, 4.47615, 4.08603], [5.94314, 5.54188, 5.66135], [-3.55724, -5.59088, 2.52639], [-2.93932, -4.87719, 3.31783], [-4.74614, -5.40623, 2.16613], [-3.09242, -6.61218, 1.96037]]
}

# 2
{
  "formula": "C18H35BFMnN2O6P",
  "method": "ωB97M-V/def2-TZVPD",
  "homo_ev": [-15.20, -15.20],
  "multiplicity": 6,
  "charge": 2,
  "species": ["C", "C", "O", "B", "O", "C", "C", "C", "C", "C", "P", "O", "O", "C", "C", "O", "C", "C", "N", "C", "O", "C", "C", "C", "N", "C", "C", "C", "F", "H", "H", "H", "H", "H", "H", "H", "H", "H", "H", "H", "H", "H", "H", "H", "H", "H", "H", "H", "H", "H", "H", "H", "H", "H", "H", "H", "H", "H", "H", "H", "H", "H", "H", "H", "Mn"],
  "positions_angstrom": [[4.65438, 2.94942, -0.56471], [3.82139, 2.90949, 0.70652], [2.76600, 1.90857, 0.65367], [3.19467, 0.65021, 0.47630], [4.43520, 0.27400, 0.95920], [2.33257, -0.46308, -0.30807], [1.34499, -0.01437, -1.41389], [0.44913, 1.16839, -1.11881], [-0.49065, 1.50922, -2.29657], [-1.78960, 0.69208, -2.22217], [-2.98559, 1.33182, -1.04216], [-2.62264, 0.89589, 0.31272], [-3.11802, 2.90979, -1.17934], [-2.55323, 3.67230, -0.08452], [-3.51996, 3.85411, 1.07068], [-4.38258, 0.73823, -1.54437], [-5.18517, 0.16221, -0.48497], [-4.79528, -1.28778, -0.22877], [0.45420, -1.22690, -1.52017], [0.23576, -1.48319, -0.17901], [-0.94070, -1.65295, 0.19274], [1.54472, -1.45638, 0.61296], [1.27351, -0.95828, 2.05322], [0.33202, -1.90387, 2.79190], [-0.86978, -1.63847, 3.03001], [2.38144, -2.80717, 0.77390], [2.00319, -4.04246, -0.08753], [0.73871, -4.76473, 0.37786], [0.66024, -4.87884, 1.70904], [3.97233, 2.86774, -1.40954], [5.17287, 3.90277, -0.60827], [5.42130, 2.18179, -0.58376], [4.41627, 2.83533, 1.61138], [3.30219, 3.86166, 0.76335], [4.35666, -0.64572, 1.25053], [3.10520, -1.00023, -0.86615], [1.85408, 0.16210, -2.35559], [1.06638, 2.04803, -0.97233], [-0.15408, 1.00959, -0.21906], [-0.00065, 1.36580, -3.25473], [-0.74345, 2.55833, -2.17265], [-1.64300, -0.34836, -1.96027], [-2.24904, 0.71055, -3.21273], [-2.31483, 4.65468, -0.48447], [-1.60790, 3.26345, 0.26666], [-3.24489, 4.71449, 1.67057], [-3.49598, 2.96280, 1.69054], [-4.52699, 3.99518, 0.68705], [-6.20040, 0.15670, -0.87166], [-5.19025, 0.76325, 0.41742], [-5.23193, -1.60906, 0.71627], [-3.70776, -1.39002, -0.14076], [-5.16707, -1.95188, -1.00689], [1.06147, -1.93187, -1.94637], [0.87044, 0.05420, 2.02744], [2.20794, -0.91628, 2.61697], [0.76010, -2.85067, 3.10613], [-1.12023, -0.71864, 2.65997], [2.43535, -3.16302, 1.79712], [3.39415, -2.54699, 0.48729], [2.78547, -4.78680, 0.05893], [2.00229, -3.84371, -1.15777], [-0.18011, -4.24708, -0.04453], [0.72914, -5.76491, -0.05785], [-1.50393, -3.40049, 0.05204]]
}

# 3
{
  "formula": "C18H35F3N2O2P",
  "method": "ωB97M-V/def2-TZVPD",
  "homo_ev": -10.23,
  "de_lowest_kj_mol": 0.0,
  "charge": 1,
  "species": ["C", "C", "C", "C", "P", "C", "C", "C", "O", "C", "C", "C", "C", "O", "C", "F", "F", "F", "H", "H", "H", "H", "H", "H", "H", "H", "H", "H", "H", "H", "H", "H", "H", "H", "H", "H", "H", "H", "H", "H", "H", "H", "C", "C", "N", "C", "C", "N", "C", "C", "H", "H", "H", "H", "H", "H", "H", "H", "H", "H", "H"],
  "positions_angstrom": [[-1.29615, 3.44898, -0.04053], [0.03155, 3.42996, -0.82265], [1.17344, 4.15301, -0.07281], [2.53430, 3.43483, -0.04573], [2.48140, 1.62697, 0.36179], [3.89407, 0.85096, 1.24101], [3.91740, -0.69403, 1.32606], [2.67166, -1.38196, 1.84215], [1.61405, -1.37563, 0.90142], [1.02187, -2.62889, 0.67693], [1.45168, 1.87847, 1.95935], [2.04032, 2.89270, 2.89861], [1.49153, 2.87599, 4.43082], [1.20856, 3.87083, 3.22551], [3.28674, 1.20684, -1.38918], [2.47898, 1.61250, -2.40920], [3.40472, -0.15228, -1.57223], [4.52711, 1.71218, -1.60606], [-1.15107, 3.63638, 1.02173], [-1.95954, 4.23022, -0.40155], [-1.82651, 2.50168, -0.13100], [-0.15963, 3.98239, -1.74018], [0.27647, 2.41842, -1.12969], [1.35536, 5.08695, -0.60111], [0.82011, 4.43712, 0.91321], [3.23220, 3.94384, 0.61806], [2.96467, 3.58124, -1.03289], [1.40807, 0.83577, -0.10786], [4.83499, 1.13688, 0.77386], [3.98583, 1.20356, 2.26579], [4.27064, -1.14962, 0.40656], [4.69109, -0.92895, 2.05999], [2.38580, -0.95532, 2.80781], [2.94693, -2.41828, 2.05213], [0.00707, -2.44809, 0.31579], [1.55437, -3.15570, -0.11740], [0.92056, -3.22860, 1.58028], [1.40709, 0.93564, 2.49905], [0.43180, 2.20801, 1.77628], [3.10227, 3.09676, 2.79931], [0.99807, 1.89514, 4.21949], [0.62172, 3.23765, 4.98297], [-1.41389, -2.11605, -2.93480], [-2.72286, -2.72703, -3.38626], [-3.61508, -3.08021, -2.26225], [-3.30872, -3.09972, -0.92293], [-4.41382, -3.53361, -0.26865], [-5.37709, -3.76815, -1.22036], [-4.87433, -3.47672, -2.41472], [-6.73402, -4.26552, -0.97440], [-0.84531, -2.80432, -2.30853], [-0.80469, -1.87566, -3.80207], [-1.58124, -1.19777, -2.37050], [-2.54085, -3.63613, -3.95860], [-3.26352, -2.03214, -4.02717], [-2.33744, -2.80644, -0.57058], [-4.62227, -3.70454, 0.77201], [-5.39710, -3.55438, -3.35275], [-6.88221, -5.19462, -1.51829], [-7.45835, -3.52456, -1.30254], [-6.85878, -4.44698, 0.08753]]
}

# 4
{
  "formula": "C18H35F4NO12P2",
  "method": "ωB97M-V/def2-TZVPD",
  "homo_ev": -9.98,
  "species": ["N", "C", "C", "F", "F", "F", "O", "C", "O", "O", "C", "C", "C", "O", "F", "H", "H", "H", "H", "H", "C", "C", "O", "P", "O", "O", "C", "C", "O", "C", "C", "H", "H", "H", "H", "H", "H", "H", "H", "H", "H", "H", "H", "H", "H", "H", "C", "C", "O", "P", "O", "O", "C", "C", "O", "C", "C", "H", "H", "H", "H", "H", "H", "H", "H", "H", "H", "H", "H", "H", "H", "H"],
  "positions_angstrom": [[-0.38018, 2.38918, 0.74196], [-0.80580, 3.22541, -0.42779], [-0.04097, 2.87858, -1.82439], [-0.75183, 3.45598, -2.93088], [0.04697, 1.46654, -2.04995], [1.29063, 3.42221, -1.78341], [-0.54114, 4.62634, -0.08825], [-1.81641, 5.30647, 0.10220], [-2.10207, 6.49407, -0.09117], [-2.66673, 4.20384, 0.52117], [-2.42827, 3.27332, -0.59427], [-3.17926, 1.86432, -0.58639], [-4.78441, 2.02435, -0.61321], [-5.42954, 2.73232, 0.17901], [-5.50439, 1.25805, -1.60230], [0.59572, 2.65762, 0.97775], [-0.30181, 1.39292, 0.45513], [-2.73022, 3.94965, -1.48659], [-2.91011, 1.34911, -1.59007], [-2.81427, 1.17740, 0.26285], [1.86627, -3.91109, -5.39192], [2.73602, -3.62704, -4.18215], [3.53260, -2.46412, -4.38255], [2.84220, -0.98356, -4.07719], [2.58685, -1.27209, -2.59093], [4.21016, -0.08155, -3.80281], [4.30372, 0.74877, -2.64945], [5.15405, 0.07057, -1.58909], [3.04094, -0.61084, -5.73476], [4.29432, -0.75977, -6.40630], [4.30783, -1.99439, -7.28505], [1.25761, -3.04060, -5.65325], [1.20460, -4.75922, -5.19909], [2.48047, -4.14976, -6.26312], [2.11517, -3.52829, -3.28800], [3.41677, -4.46558, -4.01073], [3.31221, 1.00255, -2.26482], [4.77763, 1.68632, -2.95321], [4.82232, -0.95095, -1.39332], [5.13220, 0.63391, -0.65339], [6.19164, -0.00018, -1.92867], [5.14514, -0.77769, -5.72666], [4.40595, 0.12572, -7.04041], [4.46970, -2.89563, -6.68908], [5.12254, -1.94194, -8.01159], [3.36050, -2.11919, -7.81467], [-0.97184, -3.33894, 3.83280], [-2.10535, -2.42945, 3.39857], [-2.42365, -1.48315, 4.41340], [-1.51190, -0.09619, 4.50119], [-1.88337, 0.40489, 3.09864], [-2.58214, 0.90087, 5.28672], [-2.85206, 2.20576, 4.78013], [-4.17763, 2.21117, 4.03832], [-0.97343, -0.59254, 6.04703], [-1.87896, -0.98525, 7.08172], [-1.90370, -2.49077, 7.25326], [-0.09595, -2.75928, 4.13825], [-0.68461, -4.01035, 3.01976], [-1.27068, -3.94877, 4.68833], [-1.84724, -1.92868, 2.46179], [-3.00431, -3.02289, 3.20965], [-2.03626, 2.55790, 4.14300], [-2.90795, 2.88773, 5.63315], [-4.23299, 1.41100, 3.29750], [-4.33935, 3.16777, 3.53652], [-5.00060, 2.04211, 4.73908], [-2.89064, -0.61150, 6.93036], [-1.50144, -0.53137, 8.00372], [-2.51429, -2.96160, 6.47923], [-2.34415, -2.76221, 8.21588], [-0.90080, -2.91827, 7.18277]]
}

# 5
{
  "formula": "C18H35GeN3O5PtS",
  "method": "ωB97M-V/def2-TZVPD",
  "homo_ev": [-13.00, -13.74],
  "multiplicity": 3,
  "charge": 2,
  "species": ["Pt", "C", "C", "O", "N", "C", "C", "C", "C", "C", "C", "N", "H", "H", "H", "H", "H", "H", "H", "H", "H", "H", "O", "N", "O", "O", "C", "S", "C", "O", "H", "H", "H", "H", "H", "H", "C", "C", "C", "C", "Ge", "C", "C", "C", "C", "H", "H", "H", "H", "H", "H", "H", "H", "H", "H", "H", "H", "H", "H", "H", "H", "H", "H", "H"],
  "positions_angstrom": [[1.84407, -1.25869, 0.58313], [6.10717, -1.29689, 0.66683], [4.82207, -1.64719, -0.00977], [3.88127, -0.84119, -0.09837], [4.71187, -2.86559, -0.54307], [3.51387, -3.26829, -1.25657], [2.52357, -3.97969, -0.36137], [2.32177, -5.34209, -0.53837], [1.37817, -6.00829, 0.22453], [0.69867, -5.28739, 1.19203], [0.97617, -3.94429, 1.34403], [1.85127, -3.28089, 0.57133], [6.20127, -0.21729, 0.76333], [6.96057, -1.69599, 0.12553], [6.11877, -1.72919, 1.66763], [5.44897, -3.54459, -0.42187], [3.80447, -3.93279, -2.06997], [3.05127, -2.37089, -1.68967], [2.87907, -5.87039, -1.29607], [1.17947, -7.05519, 0.06473], [-0.04663, -5.74939, 1.81843], [0.45867, -3.37779, 2.10283], [-0.48273, -2.65409, -0.79917], [-0.73163, -1.48489, -0.79497], [-1.74053, -1.04339, -0.17737], [0.00407, -0.65039, -1.32667], [2.48527, 3.28121, 0.43703], [2.73087, 1.64161, -0.31037], [1.90537, 1.98121, -1.90427], [1.67267, 0.83031, 0.46053], [1.42357, 3.48861, 0.52433], [2.97607, 4.02521, -0.17917], [2.93467, 3.28421, 1.42463], [2.63607, 2.39201, -2.59357], [1.08367, 2.67861, -1.77207], [1.53257, 1.03741, -2.29327], [-4.09253, 4.05851, -2.30347], [-2.60253, 4.21541, -2.06097], [-2.09273, 3.42751, -0.82587], [-2.21053, 1.94461, -1.03277], [-1.09323, 0.85371, 0.47093], [-2.23173, 0.77711, 2.34633], [-3.44013, -0.09779, 2.30683], [-4.62123, 0.39801, 1.48033], [-4.96703, 1.86281, 1.70293], [-4.39463, 4.72341, -3.11087], [-4.66053, 4.33151, -1.41767], [-4.35353, 3.04501, -2.59527], [-2.38743, 5.26851, -1.86817], [-2.04223, 3.91121, -2.94737], [-2.66323, 3.74811, 0.04883], [-1.04763, 3.71491, -0.66847], [-1.74083, 1.59911, -1.95387], [-3.22563, 1.56761, -0.95087], [0.65907, -1.22069, 1.50313], [-2.42553, 1.82811, 2.54393], [-1.47273, 0.39731, 3.02983], [-3.77483, -0.19259, 3.35213], [-3.16933, -1.10939, 1.99103], [-5.48603, -0.21949, 1.72693], [-4.39873, 0.22241, 0.42333], [-5.06413, 2.07381, 2.76613], [-5.90843, 2.10521, 1.21913], [-4.20753, 2.52231, 1.28913]]
}

# 6
{
  "formula": "C18H35NP2S2V",
  "method": "ωB97M-V/def2-TZVPD",
  "homo_ev": [-13.46, -14.60],
  "de_lowest_kj_mol": 176.7,
  "multiplicity": 4,
  "charge": 2,
  "species": ["V", "S", "S", "C", "C", "C", "N", "C", "C", "H", "H", "H", "H", "H", "H", "H", "H", "C", "H", "H", "H", "H", "H", "H", "H", "C", "C", "H", "H", "H", "H", "C", "P", "C", "C", "C", "C", "C", "C", "C", "P", "C", "C", "H", "H", "H", "H", "H", "H", "H", "H", "H", "H", "H", "H", "H", "H", "H", "H"],
  "positions_angstrom": [[0.61988, 0.09366, -0.30791], [-0.74844, 2.17056, -0.32765], [-0.13248, -2.21732, -0.22698], [-2.56081, 2.05740, -0.64057], [-0.25505, 2.42248, -2.07128], [-0.62566, 1.25184, -2.96852], [0.02033, 0.03623, -2.43042], [-0.55170, -1.26863, -2.86326], [0.06100, -2.40106, -2.04745], [0.81540, 2.66944, -2.05727], [-0.82653, 3.31143, -2.33679], [-0.23354, 1.45247, -3.98071], [-1.71259, 1.11182, -3.04693], [-0.28885, -1.43057, -3.92205], [-1.64580, -1.24814, -2.77771], [1.12892, -2.55559, -2.23762], [-0.44306, -3.34672, -2.26763], [-1.97669, -2.31543, -0.16645], [0.90492, 0.05208, -2.96081], [-2.47036, -1.34746, -0.32571], [-2.24617, -2.71426, 0.81468], [-2.28486, -3.02526, -0.93964], [-3.02803, 2.46682, 0.25783], [-2.92122, 1.03833, -0.82108], [-2.77765, 2.69711, -1.50158], [2.43536, -0.11424, -1.45972], [3.66199, -0.26817, -0.77163], [2.39220, 0.87262, -1.97637], [2.06314, -1.00428, -1.99717], [4.35846, 0.58295, -0.76029], [4.10142, -1.26836, -0.61654], [-0.59944, -1.49387, 3.10883], [-0.75046, 0.04465, 2.11710], [-2.53136, 0.39724, 2.35555], [0.02532, 1.27148, 3.27802], [-0.53407, 1.70211, 4.48016], [0.19148, 2.57279, 5.30235], [1.46397, 3.00095, 4.94320], [2.04156, 2.55270, 3.75604], [1.30769, 1.71298, 2.91545], [2.01896, 0.97409, 1.37994], [2.85847, 2.35836, 0.58355], [3.22866, -0.17604, 2.05551], [-1.05535, -2.34557, 2.58218], [-1.10116, -1.35498, 4.07906], [0.46255, -1.70300, 3.28560], [-2.79927, 0.07355, 3.37284], [-2.73766, 1.47022, 2.25163], [-3.15223, -0.16179, 1.63716], [-1.52071, 1.37148, 4.80245], [-0.25124, 2.92188, 6.22780], [2.01732, 3.67879, 5.58580], [3.04988, 2.87779, 3.50951], [3.71640, 2.63012, 1.20417], [3.19289, 2.07115, -0.41764], [2.15356, 3.18905, 0.49247], [2.70117, -1.08550, 2.37264], [3.74586, 0.27217, 2.90924], [3.96042, -0.45061, 1.28633]]
}